No. 1
Formula: C4H9NO
Source: the OMol25 dataset
Level of theory: ωB97M-V/def2-TZVPD

Positions of all 15 atoms, in Å:
1 H 2.584 0.096 -2.495
2 H -0.451 0.454 -2.918
3 N -1.834 -0.372 1.614
4 H 1.160 0.266 2.970
5 H -2.274 -0.268 0.723
6 C -0.513 -0.024 1.788
7 C 0.496 0.124 -2.513
8 O 0.460 -0.603 -1.323
9 C 0.103 0.041 2.961
10 H -0.401 -0.138 3.900
11 H -0.470 -0.609 -1.083
12 C 1.684 0.421 -3.007
13 H -2.393 -0.663 2.394
14 H 1.903 1.064 -3.847
15 H -0.055 0.210 0.838

Calculated values
E_LUMO ... 0.605 eV
ΔE to the lowest compared entry with this formula, charge and spin ... 60.9 kcal per mole
Net charge ... 0
SMILES ... C=CN.C=CO
Kohn-Sham gap ... 0.3195 Eh



No. 2
Formula: C4H12N2
Source: the OMol25 dataset
Level of theory: ωB97M-V/def2-TZVPD

Positions of all 18 atoms, in Å:
1 H 1.107 2.986 -0.377
2 N 0.488 2.194 -0.154
3 H -0.837 -0.570 -2.168
4 C 0.831 -0.340 -0.066
5 C -1.320 -0.850 -1.236
6 H 1.398 -1.072 0.509
7 H -0.129 2.612 0.548
8 H 2.252 1.225 0.045
9 H -2.036 -1.723 1.138
10 C -0.521 -1.012 -0.166
11 H -0.558 -1.876 1.808
12 H -2.381 -0.591 -1.136
13 H -1.096 -2.860 0.515
14 H 1.302 1.177 1.531
15 H 1.233 -0.439 -1.083
16 N -1.048 -1.914 0.910
17 C 1.264 1.014 0.448
18 H 0.050 2.042 -1.067

Calculated values
E_LUMO ... -7.965 eV
ΔE to the lowest compared entry with this formula, charge and spin ... 40.5 kcal per mole
Net charge ... +2
SMILES ... C=C([NH3+])CC[NH3+]
Kohn-Sham gap ... 0.3836 Eh



No. 3
Formula: C27H57N4O6Tl
Source: the OMol25 dataset
Level of theory: ωB97M-V/def2-TZVPD

Positions of all 95 atoms, in Å:
1 C 2.562 1.944 1.739
2 H -1.605 -1.488 -0.332
3 C -2.233 -2.179 -0.900
4 C 6.370 0.701 -0.422
5 H -0.341 1.303 2.013
6 H -3.384 -6.067 -0.578
7 H -4.167 -6.814 0.721
8 C -3.121 -5.111 2.720
9 C -0.110 2.682 -2.762
10 C 4.990 2.625 1.696
11 H 5.352 1.531 -2.716
12 H -4.189 -1.483 0.693
13 C -1.527 -6.451 1.412
14 H -3.369 3.523 -1.952
15 H -3.780 -4.123 -1.617
16 H 2.851 1.573 2.735
17 H -3.864 1.574 0.211
18 O -1.026 -3.571 1.368
19 C -0.649 4.454 -1.104
20 H -2.897 -1.635 -1.564
21 H -2.821 -1.704 1.769
22 C -3.788 -5.838 0.414
23 H -1.571 0.313 1.150
24 H -0.227 3.425 1.468
25 H 3.578 -0.858 -1.745
26 H -2.456 4.947 -0.068
27 H -1.038 5.785 0.543
28 H 7.021 0.364 -1.233
29 H -3.691 -5.992 3.033
30 C -1.246 3.687 1.186
31 H 0.417 4.302 -0.938
32 O -1.706 0.909 -1.220
33 C 4.941 0.583 -0.867
34 H 5.368 3.432 -1.317
35 H 4.586 3.449 2.289
36 H -1.079 -6.695 0.447
37 O 0.997 -1.867 -1.599
38 C -2.609 -5.365 1.321
39 C -2.971 -3.127 0.113
40 H -4.257 -2.724 1.904
41 C 4.646 -0.765 -1.546
42 H 5.730 3.165 1.105
43 H -3.861 -4.322 2.818
44 H -2.401 4.100 -3.308
45 H -0.847 5.306 -1.754
46 H -1.820 4.071 2.031
47 C -3.589 -2.239 1.202
48 H -1.912 -7.434 1.698
49 H 5.443 1.892 2.363
50 H -1.542 -2.838 -1.428
51 N -1.335 2.127 -0.729
52 H 0.159 3.438 -3.499
53 C -1.359 1.281 1.622
54 O 1.128 0.030 -0.669
55 H 3.842 3.675 -2.225
56 O 0.108 -0.130 -2.577
57 C -4.159 -3.689 -0.691
58 H -0.792 -6.221 2.183
59 H 6.531 -0.094 0.317
60 H 3.443 4.062 0.138
61 H -1.422 -3.495 2.260
62 C -4.864 -4.796 0.131
63 H -4.869 -2.882 -0.849
64 H -0.463 1.818 -3.326
65 C -1.168 3.154 -1.755
66 H 4.994 0.019 1.768
67 H 0.836 2.434 -2.273
68 H -0.867 0.622 -1.671
69 N -2.071 -4.147 0.627
70 C 4.565 1.623 -1.968
71 C 3.461 3.039 -0.246
72 N 3.992 0.699 0.254
73 H 2.079 2.899 1.928
74 H -3.788 2.350 1.719
75 H 3.596 1.362 -2.408
76 C 4.363 3.045 -1.507
77 H 6.747 1.632 -0.019
78 H -5.569 -5.358 -0.485
79 H 1.883 1.127 1.488
80 C -2.482 3.318 -2.559
81 C -1.813 2.346 0.619
82 H 5.250 -1.073 -2.396
83 H -2.375 -5.040 3.517
84 H -2.777 2.358 -2.986
85 O 4.208 -0.251 1.255
86 C -1.403 4.822 0.189
87 N 0.707 -0.655 -1.639
88 C 3.831 2.049 0.859
89 Tl 1.929 -2.230 1.183
90 C -3.358 2.401 0.719
91 H -1.945 1.142 2.532
92 H -3.760 3.315 0.282
93 H -5.394 -4.397 0.993
94 H 2.411 2.870 -0.505
95 H 4.811 -1.550 -0.795

Calculated values
E_LUMO ... -11.096 eV
ΔE to the lowest compared entry with this formula, charge and spin ... 0.0 kcal per mole
Net charge ... +2
Kohn-Sham gap ... 0.0842 Eh



No. 4
Formula: C2HF3O3S
Source: the OMol25 dataset
Level of theory: ωB97M-V/def2-TZVPD

Positions of all 10 atoms, in Å:
1 O 1.535 0.207 -0.158
2 C 0.235 0.306 0.201
3 F -1.031 2.330 -0.130
4 F 0.104 0.824 1.461
5 F -0.906 0.841 -1.779
6 H -0.155 -0.738 0.436
7 O 1.954 1.324 -2.297
8 S 1.606 1.676 -0.989
9 O 2.132 2.701 -0.150
10 C -0.342 1.371 -0.691

Calculated values
⟨S²⟩ ... 2.01
E_LUMO (alpha / beta) ... 0.801 / -4.784 eV
ΔE to the lowest compared entry with this formula, charge and spin ... 66.9 kcal per mole
Spin multiplicity ... 3
Net charge ... 0
Kohn-Sham gap (alpha / beta) ... 0.2465 / 0.2834 Eh



The records above yield maximum force values of 0.026 0.060 0.083 0.176 hartree/bohr, respectively.